1.
# C38H42Cl2N4O2PPrS4Sb

A structure of composition C38H42Cl2N4O2PPrS4Sb at a distorted geometry (ωB97M-V/def2-TZVPD, OMol25).

```
! RIJCOSX wB97M-V def2-TZVPD def2/J DEFGRID3
* xyz -1 3
Pr 12.075 10.467 12.487
C 13.966 15.137 9.364
C 15.246 14.555 9.339
C 15.552 13.633 10.355
C 14.633 13.396 11.399
N 13.408 13.898 11.309
C 13.093 14.785 10.359
C 14.954 12.727 12.649
C 16.223 12.899 13.139
C 16.654 12.125 14.250
C 15.734 11.336 14.912
C 14.377 11.438 14.492
N 14.044 11.959 13.266
C 13.271 11.159 15.426
C 13.337 11.403 16.812
C 12.385 10.831 17.658
C 11.347 10.084 17.074
C 11.181 10.079 15.710
N 12.105 10.629 14.934
H 13.622 15.848 8.554
H 15.968 14.822 8.567
H 16.507 13.103 10.382
H 12.148 15.323 10.514
H 16.914 13.603 12.693
H 17.761 12.163 14.551
H 16.063 10.763 15.766
H 14.204 11.910 17.150
H 12.429 11.006 18.737
H 10.651 9.582 17.753
H 10.332 9.562 15.309
S 11.208 7.156 15.557
Sb 11.584 6.897 13.301
S 10.180 8.575 12.377
S 13.522 8.201 12.792
S 11.462 4.932 12.098
C 4.625 14.156 14.116
C 6.126 14.526 14.486
C 6.245 14.634 16.043
P 7.532 13.411 14.054
C 7.013 12.159 12.745
C 6.454 12.726 11.457
C 6.152 11.050 13.316
C 8.706 14.499 13.073
C 9.664 15.020 14.168
C 8.047 15.650 12.309
H 3.994 15.022 14.381
H 4.319 13.292 14.674
H 4.470 13.975 13.029
H 6.358 15.530 14.067
H 5.832 13.733 16.526
H 5.772 15.506 16.508
H 7.292 14.629 16.447
H 7.929 11.690 12.361
H 5.516 13.277 11.657
H 6.185 11.877 10.827
H 7.182 13.357 10.919
H 5.184 11.422 13.654
H 6.623 10.627 14.206
H 6.067 10.246 12.580
H 9.235 13.803 12.345
H 9.138 15.428 15.060
H 10.384 15.719 13.787
H 10.267 14.165 14.469
H 7.666 16.463 12.918
H 7.245 15.336 11.592
H 8.821 16.046 11.700
Cl 11.156 6.888 8.719
C 12.877 6.868 8.480
C 13.602 5.673 8.707
C 14.899 5.515 8.268
C 15.540 6.567 7.610
C 14.807 7.720 7.310
Cl 15.431 8.819 6.157
C 13.503 7.986 7.881
N 12.934 9.261 7.791
C 11.810 9.549 7.076
C 11.417 8.667 6.018
C 10.142 8.774 5.443
C 9.290 9.795 5.833
C 9.653 10.663 6.862
C 10.956 10.644 7.466
C 11.358 11.752 8.420
C 11.695 11.403 9.853
O 10.989 11.879 10.826
O 12.757 10.749 10.143
H 13.050 4.843 9.190
H 15.470 4.632 8.607
H 16.557 6.456 7.253
H 13.090 9.862 8.652
H 12.117 7.930 5.710
H 9.866 8.023 4.692
H 8.353 9.889 5.371
H 8.902 11.378 7.173
H 10.598 12.501 8.540
H 12.242 12.229 8.017
*
```

HOMO energy (spin up / spin down) = -4.296 / -4.299 eV
<S²> = 2.00
energy relative to the best compared isomer or geometry (same formula, charge and spin) = 0.0 kJ/mol

2.
# CH4P2S5

An isolated molecule of CH4P2S5 at a distorted geometry (ωB97M-V/def2-TZVPD, OMol25).

```
! RIJCOSX wB97M-V def2-TZVPD def2/J DEFGRID3
* xyz 0 1
C -0.406 0.024 -1.778
S 0.979 1.129 -2.213
P 1.855 1.665 -0.402
S 2.319 -0.169 0.651
P 1.054 0.335 2.132
S -0.751 -1.532 1.669
S -2.506 -1.465 0.740
S 0.241 2.028 1.027
H -1.025 0.100 -2.545
H -0.861 0.383 -0.710
H 0.091 -0.986 -1.624
H -0.990 -1.514 3.052
*
```

SMILES string = CSP1SP(#[SH]=S)S1
HOMO energy (spin up / spin down) = -7.627 / -7.629 eV

3.
# C2HN7O6

An isolated molecule of C2HN7O6 at a distorted geometry (ωB97M-V/def2-TZVPD, OMol25).

```
! RIJCOSX wB97M-V def2-TZVPD def2/J DEFGRID3
* xyz 0 1
O -0.837 -1.617 -2.927
N -1.018 -1.300 -1.801
O -1.792 -0.616 -1.282
O 0.041 -1.890 -0.943
N -0.345 -1.604 0.405
O -0.902 -2.443 1.034
C -0.011 -0.335 0.769
N 0.571 0.569 -0.090
C 1.304 1.554 0.396
N 1.850 2.282 -0.539
N 1.316 1.746 -1.679
N 0.617 0.721 -1.488
N -0.615 0.284 1.971
O -0.746 1.504 1.904
O -0.914 -0.483 2.837
H 1.481 1.628 1.434
*
```

SMILES string = O=[N+]([O-])O/[N+]([O-])=C(\n1cnnn1)[N+](=O)[O-]
HOMO energy (spin up / spin down) = -10.540 / -10.544 eV
energy relative to the best compared isomer or geometry (same formula, charge and spin) = 111.6 kJ/mol

4.
# C32H36GaN6P2Se2

A structure of composition C32H36GaN6P2Se2 (ωB97M-V/def2-TZVPD, OMol25).

```
! RIJCOSX wB97M-V def2-TZVPD def2/J DEFGRID3
* xyz 3 1
Ga -2.498 -1.211 -0.278
Se 4.398 -2.092 -0.613
P 3.341 -0.154 -0.708
C 3.433 0.577 -2.330
C 4.646 1.081 -2.815
C 4.720 1.581 -4.105
C 3.598 1.562 -4.923
C 2.403 1.032 -4.458
C 2.316 0.532 -3.167
C 3.836 0.923 0.622
C 3.180 0.771 1.847
C 3.551 1.550 2.931
C 4.584 2.470 2.806
C 5.254 2.610 1.596
C 4.888 1.839 0.504
C 1.649 -0.693 -0.419
C 0.406 -0.114 -0.245
N -0.454 -1.149 -0.175
N 0.216 -2.309 -0.301
N 1.483 -2.044 -0.443
P -0.287 1.547 -0.049
Se -2.452 1.325 -0.268
C 0.423 2.633 -1.259
C 1.731 3.095 -1.066
C 2.310 3.921 -2.014
C 1.590 4.292 -3.144
C 0.292 3.838 -3.335
C -0.299 3.004 -2.395
C 0.115 2.112 1.598
C 0.417 3.452 1.831
C 0.638 3.891 3.132
C 0.551 3.001 4.190
C 0.235 1.663 3.959
C 0.008 1.219 2.668
H 5.549 1.049 -2.223
H 5.660 1.968 -4.476
H 3.663 1.944 -5.935
H 1.537 0.995 -5.107
H 1.381 0.113 -2.822
H 2.390 0.041 1.962
H 3.039 1.431 3.877
H 4.877 3.074 3.657
H 6.070 3.316 1.504
H 5.422 1.970 -0.423
H 2.293 2.817 -0.182
H 3.318 4.289 -1.865
H 2.044 4.949 -3.878
H -0.267 4.142 -4.211
H -1.313 2.657 -2.542
H 0.469 4.158 1.014
H 0.868 4.934 3.315
H 0.723 3.348 5.202
H 0.163 0.975 4.792
H -0.244 0.180 2.490
N -4.424 -3.932 3.371
C -4.244 -3.643 1.884
C -5.614 -3.448 1.256
C -5.514 -3.227 -0.255
N -4.932 -1.902 -0.585
C -4.683 -4.335 -0.907
C -3.314 -4.584 -0.263
N -2.331 -3.502 -0.577
C -3.475 -4.790 1.245
H -4.900 -3.169 3.854
H -3.532 -4.092 3.842
H -4.990 -4.772 3.508
H -3.668 -2.720 1.829
H -6.147 -2.617 1.729
H -6.215 -4.352 1.408
H -6.529 -3.285 -0.648
H -5.518 -1.148 -0.232
H -4.963 -1.793 -1.597
H -4.566 -4.141 -1.977
H -5.252 -5.264 -0.833
H -2.920 -5.512 -0.672
H -2.195 -3.502 -1.589
H -1.403 -3.727 -0.215
H -2.497 -4.927 1.720
H -4.039 -5.720 1.380
*
```

HOMO energy (spin up / spin down) = -15.911 / -14.424 eV
energy relative to the best compared isomer or geometry (same formula, charge and spin) = 42.2 kJ/mol

5.
# C39H98BO21P2

A cluster of 8 separate species, C39H98BO21P2 in total at a distorted geometry (ωB97M-V/def2-TZVPD, OMol25).

```
! RIJCOSX wB97M-V def2-TZVPD def2/J DEFGRID3
* xyz -1 1
C -4.303 2.024 5.045
C -5.676 1.730 4.376
C -6.050 0.231 4.357
C -5.617 -0.592 3.120
O -6.332 -1.789 3.119
P -7.243 -2.104 1.653
C -8.579 -0.786 2.065
C -9.967 -1.448 2.256
P -11.263 -0.258 1.798
O -11.475 -0.187 0.333
O -12.665 -0.495 2.615
C -12.588 -1.290 3.799
C -11.906 -0.575 4.977
O -10.725 1.191 2.367
C -11.371 2.299 1.735
C -11.037 3.594 2.486
O -6.307 -0.833 0.845
C -5.763 0.098 1.717
B -4.455 0.807 1.177
O -4.288 1.068 -0.192
O -3.450 1.213 2.083
H -4.464 2.311 6.085
H -3.674 1.136 5.019
H -3.810 2.854 4.538
H -6.439 2.245 4.966
H -5.699 2.189 3.388
H -7.118 0.123 4.541
H -5.549 -0.220 5.220
H -4.545 -0.794 3.263
H -7.937 -2.300 0.386
H -7.931 -3.166 2.347
H -6.275 -3.085 1.193
H -8.649 -0.138 1.189
H -8.370 -0.141 2.919
H -10.040 -2.361 1.664
H -10.036 -1.748 3.306
H -13.623 -1.478 4.092
H -12.143 -2.267 3.619
H -12.623 0.027 5.535
H -11.553 -1.341 5.671
H -11.078 0.049 4.649
H -12.455 2.150 1.751
H -11.066 2.385 0.695
H -11.887 3.968 3.055
H -10.190 3.469 3.159
H -10.767 4.361 1.758
H -6.451 0.973 1.861
H -4.839 1.835 -0.402
H -3.684 2.115 2.348
C -0.084 2.091 2.112
O -0.366 3.327 2.753
C 0.793 4.103 2.993
C 0.963 5.188 1.949
O 1.182 4.642 0.657
C 0.010 4.629 -0.144
H -1.021 1.694 1.725
H 0.617 2.220 1.283
H 0.329 1.377 2.833
H 1.683 3.465 3.024
H 0.682 4.572 3.976
H 1.839 5.793 2.206
H 0.089 5.847 1.943
H -0.192 5.636 -0.529
H -0.859 4.269 0.408
H 0.185 3.959 -0.986
C 1.675 -0.838 -4.437
O 2.548 -0.543 -3.359
C 2.707 0.849 -3.129
C 1.847 1.338 -1.982
O 0.465 1.229 -2.277
C -0.153 0.091 -1.692
H 1.410 -1.893 -4.374
H 0.761 -0.244 -4.390
H 2.179 -0.658 -5.393
H 2.485 1.417 -4.038
H 3.760 1.019 -2.878
H 2.059 2.399 -1.813
H 2.092 0.796 -1.063
H -0.325 0.259 -0.624
H 0.448 -0.811 -1.826
H -1.117 -0.053 -2.177
C -1.241 5.700 -3.796
O -1.525 6.938 -3.162
C -0.369 7.719 -2.913
C -0.188 8.809 -3.949
O 0.066 8.279 -5.240
C -1.080 8.252 -6.071
H -2.178 5.296 -4.177
H -0.546 5.821 -4.629
H -0.824 4.992 -3.073
H 0.522 7.086 -2.868
H -0.497 8.187 -1.931
H 0.678 9.419 -3.671
H -1.067 9.462 -3.967
H -1.305 9.257 -6.446
H -1.953 7.858 -5.546
H -0.860 7.604 -6.918
C 4.557 -3.645 -8.389
O 3.865 -4.448 -7.450
C 4.727 -5.209 -6.618
C 4.917 -4.565 -5.260
O 5.590 -3.321 -5.354
C 4.712 -2.205 -5.288
H 3.848 -2.922 -8.790
H 5.386 -3.104 -7.926
H 4.937 -4.259 -9.212
H 5.696 -5.361 -7.103
H 4.263 -6.191 -6.480
H 5.535 -5.225 -4.642
H 3.952 -4.444 -4.758
H 4.391 -2.034 -4.258
H 3.835 -2.342 -5.924
H 5.259 -1.328 -5.634
C 6.504 -0.177 -0.682
O 7.810 0.308 -0.947
C 8.837 -0.541 -0.459
C 9.419 -1.413 -1.552
O 8.464 -2.333 -2.054
C 7.870 -1.921 -3.276
H 5.810 0.385 -1.304
H 6.410 -1.238 -0.921
H 6.243 -0.016 0.370
H 8.465 -1.162 0.362
H 9.629 0.102 -0.062
H 10.245 -1.998 -1.135
H 9.822 -0.794 -2.360
H 8.564 -2.083 -4.108
H 7.576 -0.869 -3.249
H 6.982 -2.527 -3.441
C 13.454 -6.955 -2.908
O 13.896 -6.597 -1.611
C 14.476 -5.304 -1.551
C 13.504 -4.269 -1.022
O 12.405 -4.079 -1.897
C 11.234 -4.769 -1.492
H 12.805 -7.824 -2.808
H 12.890 -6.148 -3.381
H 14.306 -7.223 -3.542
H 14.849 -5.003 -2.535
H 15.332 -5.362 -0.872
H 14.025 -3.310 -0.939
H 13.157 -4.552 -0.023
H 10.755 -4.244 -0.659
H 11.449 -5.798 -1.195
H 10.544 -4.782 -2.334
C -0.915 -4.143 7.561
O -0.381 -3.455 6.446
C -1.295 -3.356 5.359
C -1.975 -2.005 5.308
O -2.804 -1.798 6.442
C -2.220 -0.977 7.432
H -0.267 -3.945 8.414
H -1.925 -3.802 7.800
H -0.932 -5.222 7.373
H -2.043 -4.153 5.413
H -0.721 -3.497 4.438
H -2.617 -1.967 4.423
H -1.233 -1.206 5.218
H -2.271 0.075 7.127
H -1.180 -1.244 7.634
H -2.795 -1.099 8.350
*
```

HOMO energy = -4.286 eV

6.
# C24H25N5O6

An isolated molecule of C24H25N5O6 at a distorted geometry (ωB97M-V/def2-TZVPD, OMol25).

```
! RIJCOSX wB97M-V def2-TZVPD def2/J DEFGRID3
* xyz 0 1
C 3.799 3.205 2.052
O 3.435 4.314 1.256
C 2.743 4.078 0.113
C 2.313 5.194 -0.604
C 1.572 5.055 -1.760
C 1.218 3.794 -2.229
O 0.452 3.566 -3.344
C 0.118 4.658 -4.165
C 1.670 2.670 -1.530
C 1.352 1.264 -1.923
O 2.211 0.397 -1.928
N 0.046 1.055 -2.208
C -0.681 -0.201 -2.141
C 0.087 -1.384 -2.752
C 0.371 -1.106 -4.224
N 1.643 -0.742 -4.469
O -0.477 -1.219 -5.084
C -1.055 -0.528 -0.708
C -2.156 -1.353 -0.437
C -2.496 -1.689 0.846
C -1.766 -1.225 1.962
N -2.141 -1.509 3.223
C -3.101 -2.518 3.574
C -2.662 -3.917 3.188
C -3.480 -5.014 3.444
C -3.034 -6.269 3.069
C -1.798 -6.385 2.451
C -1.063 -5.230 2.241
N -1.482 -4.030 2.600
C -0.656 -0.387 1.681
N 0.179 0.151 2.684
O 1.115 0.859 2.349
O -0.056 -0.100 3.865
C -0.324 -0.066 0.358
C 2.437 2.817 -0.381
H 4.244 3.626 2.951
H 2.929 2.599 2.321
H 4.536 2.577 1.543
H 2.567 6.175 -0.234
H 1.260 5.944 -2.285
H -0.537 5.367 -3.647
H 1.011 5.181 -4.521
H -0.414 4.232 -5.014
H -0.537 1.877 -2.204
H -1.598 -0.065 -2.729
H -0.550 -2.267 -2.685
H 1.009 -1.555 -2.202
H 1.894 -0.452 -5.400
H 2.243 -0.486 -3.697
H -2.745 -1.730 -1.260
H -3.343 -2.334 1.009
H -1.471 -1.232 3.935
H -3.247 -2.476 4.657
H -4.068 -2.302 3.105
H -4.437 -4.881 3.926
H -3.642 -7.143 3.254
H -1.417 -7.346 2.142
H -0.092 -5.257 1.764
H 0.539 0.563 0.212
H 2.767 1.922 0.121
*
```

SMILES string = COc1ccc(OC)c(C(=O)N[C@@H](CC(N)=O)c2ccc(NCc3ccccn3)c([N+](=O)[O-])c2)c1
HOMO energy = -8.096 eV
energy relative to the best compared isomer or geometry (same formula, charge and spin) = 18.5 kJ/mol

Number 5 is which compound? C39H98BO21P2